Below is a 7-piece molecular cluster, C26H33N5O9S2 overall in a non-equilibrium geometry, with properties calculated with ωB97M-V/def2-TZVPD.

Properties
structure (SMILES): O=S1(=O)OCCO1.O=S1(=O)OCCO1.c1ccncc1.c1ccncc1.c1ccncc1.c1ccncc1.CC(N)=O
Kohn-Sham gap: 0.3558 hartree
E: -2757.64793 a.u.

Geometry as ORCA input:
```
! wB97M-V def2-TZVPD RIJCOSX def2/J DEFGRID3
* xyz 0 1
C -28.924 -15.687 -19.135
C -28.464 -15.537 -20.466
C -24.548 -9.639 -21.276
C -25.583 -12.168 -27.172
C -15.612 -4.424 -25.393
H -16.539 -7.962 -24.307
S -22.104 -10.421 -21.248
H -24.764 -11.061 -19.563
H -30.681 -7.841 -23.612
H -24.165 -0.012 -21.623
O -19.580 -3.451 -13.733
C -22.728 -1.287 -22.606
H -14.150 -7.300 -24.250
C -16.259 -6.955 -24.579
H -15.343 -3.390 -25.545
C -14.586 -5.399 -25.133
O -17.849 -2.188 -15.048
O -23.218 -11.545 -20.795
H -31.594 -6.402 -23.693
H -25.522 -15.889 -26.232
H -25.347 -9.419 -21.984
O -29.424 -6.695 -21.278
C -27.400 -17.440 -18.832
H -28.997 -4.552 -22.467
H -26.833 -12.708 -28.769
C -14.909 -6.598 -24.563
H -25.593 -1.790 -20.949
H -20.440 -3.841 -18.218
H -19.151 -2.763 -18.260
H -27.059 -15.121 -28.026
C -31.018 -7.008 -22.994
C -17.234 -6.045 -25.030
N -16.975 -4.752 -25.395
O -21.705 -9.706 -20.043
C -26.468 -14.411 -27.467
O -19.999 -2.964 -16.300
H -13.554 -5.088 -25.198
N -23.234 -3.604 -22.471
C -24.728 -12.727 -26.248
C -28.354 -16.605 -18.266
H -29.813 -15.178 -18.793
H -18.994 -5.505 -17.643
H -24.080 -12.171 -25.586
C -26.435 -13.045 -27.824
C -19.660 -3.438 -17.573
H -25.278 -11.764 -21.086
H -18.271 -6.301 -24.872
H -24.927 -4.233 -21.387
O -21.098 -11.012 -22.118
O -18.366 -4.605 -15.847
H -31.593 -7.510 -22.216
H -28.659 -16.615 -17.230
C -27.392 -16.282 -20.875
H -17.707 -4.396 -17.750
C -23.856 -1.031 -21.801
N -26.895 -17.299 -20.110
S -18.912 -3.220 -15.017
H -26.999 -16.274 -21.881
C -18.637 -4.572 -17.208
H -30.475 -4.663 -23.491
H -24.384 -8.903 -20.488
C -22.448 -2.619 -22.976
O -23.337 -9.682 -22.036
C -24.661 -2.092 -21.402
N -24.703 -14.056 -25.883
C -24.609 -11.028 -20.641
N -29.818 -5.027 -22.814
C -25.518 -14.851 -26.529
H -21.733 -2.828 -23.758
C -30.000 -6.214 -22.241
C -24.338 -3.387 -21.706
H -22.126 -0.529 -23.085
H -26.909 -18.202 -18.245
H -25.586 -11.095 -27.299
H -29.016 -14.854 -21.094
*
```

Below is C26H34AuClN3O7P as an isolated structure, with properties calculated with ωB97M-V/def2-TZVPD.

Properties
Kohn-Sham gap: 0.2415 hartree
E: -2638.82854 a.u.

Geometry as ORCA input:
```
! wB97M-V def2-TZVPD RIJCOSX def2/J DEFGRID3
* xyz 2 1
H -0.041 -3.976 -3.049
P -0.279 1.241 -0.965
H 2.818 2.509 -0.359
C -3.331 3.442 -0.849
C -1.915 -1.948 -0.373
O 2.491 -0.852 0.519
C -0.537 -3.377 -2.300
C 2.731 -3.958 -2.217
H 3.487 -4.463 -2.813
H -2.508 -0.013 -4.120
C 1.491 -1.783 -2.054
C -2.507 1.068 -3.981
C -1.821 -3.757 -1.934
C -2.514 -3.051 -0.971
H -3.515 -3.343 -0.682
H 2.104 4.192 -2.100
C 2.698 0.146 4.070
C -3.089 1.120 3.295
H 1.835 -4.564 -2.154
H -2.276 -4.615 -2.411
H -3.720 1.720 2.652
H -4.324 3.555 -0.414
H -1.186 2.564 -3.114
N 0.492 0.325 3.771
O 5.104 -0.116 4.126
C 2.348 -0.121 2.746
C -0.923 0.364 3.972
H -1.242 1.747 2.374
C -2.861 -0.372 5.161
C 2.066 -2.765 -4.326
C -1.712 1.122 3.123
H 2.040 -1.611 -1.128
H 3.290 -2.125 -2.851
H -4.738 0.388 4.454
C -3.666 0.377 4.315
H -3.302 -0.956 5.958
H -2.826 4.405 -0.786
H -0.871 -1.005 5.631
C -0.623 -1.610 -0.734
O 4.387 -0.674 1.670
H -2.955 1.389 -0.235
C -1.487 -0.390 4.990
C 1.799 2.880 -0.428
C 3.174 -0.583 1.562
H 4.924 -0.322 3.173
O 1.107 1.869 -1.267
H 2.843 -3.343 -4.818
H 1.344 2.865 0.563
H 1.437 -0.825 -2.577
O -1.162 2.435 -0.501
O 4.013 0.344 5.995
N 1.025 0.015 2.563
N 2.412 -2.647 -2.875
H -2.691 1.536 -4.947
Au 0.226 -0.325 0.587
H -3.324 1.335 -3.311
C 4.012 0.129 4.815
C 1.474 0.425 4.687
Cl 1.155 0.892 6.270
H -3.448 3.169 -1.897
O -0.813 0.659 -2.305
C -1.176 1.528 -3.452
H 0.673 4.582 -1.120
H -0.374 1.405 -4.177
H 1.108 -3.255 -4.445
C 1.702 4.226 -1.089
H 3.114 -3.749 -1.221
C -2.571 2.398 -0.074
C 0.099 -2.278 -1.729
H -2.559 2.620 0.987
H -2.450 -1.389 0.385
H 2.025 -1.764 -4.748
H 2.293 4.941 -0.515
*
```

Below is C26H34FeIN5O3 as an isolated structure, with properties calculated with ωB97M-V/def2-TZVPD.

Properties
expectation value of S²: 8.76
Kohn-Sham gap (spin up / spin down): 0.3072 / 0.2585 hartree
E: -3071.89451 a.u.

Geometry as ORCA input:
```
! wB97M-V def2-TZVPD RIJCOSX def2/J DEFGRID3
* xyz 1 6
C 0.367 -0.191 -3.752
H -1.303 -4.289 -1.677
H -0.590 -3.499 2.763
H 1.077 -4.487 -0.341
C -3.121 0.159 0.120
C 2.532 -1.503 -1.327
C 0.005 -3.089 1.945
C 2.508 4.438 -0.290
C 2.880 3.150 -0.586
H 0.257 -1.377 3.281
C 2.787 2.835 3.329
C 1.938 2.107 -0.611
C 0.215 3.702 -0.042
C 1.084 -3.516 -0.847
H -1.732 -0.457 3.199
H -4.544 0.622 -1.414
H -1.787 -2.899 0.768
H 1.971 3.290 3.897
H 1.281 -1.310 1.866
H 3.186 -3.375 -0.525
H 1.140 -3.725 -1.917
C -5.222 1.304 0.496
H -3.588 0.901 3.418
H 0.854 5.715 0.219
H 2.258 -2.415 0.596
C -1.154 -3.204 -1.663
H 3.340 0.912 2.530
H -0.943 -4.428 0.567
I 0.482 0.302 -6.820
C 1.161 4.703 -0.014
H 3.699 2.949 3.916
N 1.767 -0.325 -0.902
H 2.902 3.380 2.392
H -2.111 -2.716 -1.494
O 1.365 1.188 2.219
H -0.759 -2.891 -2.626
H 2.371 0.826 4.001
H 3.484 0.742 -1.129
H 0.677 1.800 2.502
H 3.918 2.919 -0.800
C 0.582 2.383 -0.345
H 3.238 5.235 -0.273
C -0.324 0.007 -4.951
C 0.292 -1.603 2.213
H 3.595 -1.253 -1.378
H -6.140 1.713 0.093
C -2.860 0.256 1.505
C -1.659 -0.027 -4.603
C -3.802 0.862 2.356
N -0.679 -0.800 1.490
H -0.829 3.908 0.158
H 1.431 -0.206 -3.595
C -0.798 -3.347 0.675
C 2.418 0.788 -0.889
H 2.218 -1.757 -2.345
H -2.551 0.089 -5.194
H -5.681 1.869 2.529
N -0.487 -0.345 -2.744
N -1.706 -0.242 -3.282
O -0.337 1.450 -0.385
Fe -0.341 -0.426 -0.516
N -0.210 -2.828 -0.586
C 2.504 1.373 3.060
C -4.968 1.397 1.868
O -2.300 -0.435 -0.729
C 2.314 -2.723 -0.447
H 0.940 -3.652 1.940
C -1.704 -0.348 2.110
H -2.479 -0.279 -2.623
C -4.329 0.694 -0.355
*
```

Below is C26H34N2O4 in the gas phase, with properties calculated with ωB97M-V/def2-TZVPD.

Properties
structure (SMILES): CCOC(=O)c1c(C)n(Cc2ccccc2)c2ccc(OC[C@@H](O)CNC(C)(C)C)cc12
Kohn-Sham gap: 0.3137 hartree
E: -1421.64835 a.u.

Geometry as ORCA input:
```
! wB97M-V def2-TZVPD RIJCOSX def2/J DEFGRID3
* xyz 0 1
O -2.020 -1.695 -3.794
H 1.844 3.181 -2.008
C 0.565 0.049 -0.534
H 3.706 2.343 1.291
C 1.557 3.979 0.776
N -2.301 -1.819 0.471
C -2.728 -3.784 3.560
H 3.221 4.219 2.744
H -3.482 -2.715 -2.542
C -0.707 0.883 -5.258
H 0.875 2.726 2.394
O 2.285 1.170 0.554
H -0.688 -6.418 4.109
H 1.150 3.330 0.002
C 1.829 3.105 2.013
C -1.277 -1.197 -2.972
C 2.871 3.519 -1.895
N 2.801 4.570 0.314
H -3.457 -3.170 4.071
H 2.943 1.311 2.526
H 1.009 0.356 2.822
H 2.978 5.430 0.823
C 4.348 5.438 -1.293
C 0.057 -0.314 -4.709
C -2.419 -3.522 2.232
C -1.434 -1.289 -1.531
H -2.359 -5.018 5.265
H 5.098 4.744 -0.923
C -1.480 -4.315 1.586
C -3.586 -2.720 -1.461
C -3.117 -2.395 1.504
H -0.127 -5.959 1.749
H -3.387 -1.610 2.221
H -0.450 1.781 -4.700
H -4.542 -2.264 -1.200
H 1.136 -0.165 -4.797
H -1.776 0.708 -5.172
H 0.895 5.422 -1.517
C -0.591 -0.719 -0.517
H -3.587 -3.751 -1.107
C 1.898 5.823 -1.647
H -0.456 1.029 -6.305
H -1.024 -0.997 2.870
H 1.962 6.772 -1.115
C 2.949 4.835 -1.116
H 4.438 6.371 -0.740
H -1.226 -4.119 0.555
H 2.057 6.011 -2.705
C 2.755 1.929 1.639
C -1.173 -5.609 3.584
H -4.041 -2.770 1.056
H 3.291 3.652 -2.889
C -2.111 -4.824 4.232
H 1.034 0.339 -1.459
C -0.596 -0.701 1.924
C -0.859 -5.351 2.261
C 1.132 0.440 0.671
H 0.795 4.728 1.038
O -0.184 -0.490 -3.318
C -2.457 -1.956 -0.873
H -0.239 -1.225 -5.241
H 4.545 5.642 -2.342
H 3.429 2.745 -1.375
C 0.554 0.063 1.890
C -1.166 -1.080 0.721
O 2.395 3.840 3.071
*
```

Question: Among the records above, which one has the lowest E?
Answer: C26H34FeIN5O3